{
  "formula": "C8H8O3",
  "method": "ωB97M-V with the def2-TZVPD basis set",
  "symbols": ["O", "C", "O", "C", "O", "C", "C", "C", "C", "C", "C", "H", "H", "H", "H", "H", "H", "H", "H"],
  "xyz": [[-1.64852, -0.96250, -2.30152], [-2.06818, -0.36877, -1.24664], [-3.20982, 0.18762, -1.33038], [-1.37647, -0.49645, 0.09977], [-2.22091, 0.15301, 1.02777], [0.00092, -0.08710, 0.10846], [0.46388, 0.88589, 0.87681], [1.91279, 1.26989, 0.87520], [2.71091, 0.52480, 0.10756], [2.30583, -0.49629, -0.67436], [1.00994, -0.92830, -0.63273], [-3.64698, 0.57729, -0.43483], [-1.72039, -1.69103, 0.51072], [-2.36105, -0.47560, 1.87754], [0.10088, 1.57394, 1.45617], [2.17878, 2.20736, 1.48131], [3.81291, 1.08074, 0.26391], [3.04083, -1.28349, -1.09365], [0.71464, -1.67100, -0.97113]],
  "forces_ev_per_angstrom": [[-0.6, 2.2, 4.1], [2.6, -4.0, -4.3], [-4.0, 2.8, 2.6], [-4.0, -4.0, 1.4], [-0.9, -0.7, 3.9], [3.0, -3.1, -1.5], [6.2, 0.2, -1.6], [-4.1, 0.2, 0.8], [5.6, 4.9, 1.8], [0.5, -4.7, -1.2], [2.6, 14.3, 6.9], [2.2, -1.5, -2.6], [2.1, 2.6, -2.2], [0.7, 2.5, -3.1], [-4.0, 3.0, 3.1], [-0.1, -1.8, -1.1], [-2.3, -2.5, -1.3], [-1.0, 1.8, 0.3], [-4.7, -12.3, -6.1]],
  "lowdin_charge": [0.0437, -0.4819, 0.1286, -0.2858, -0.0927, -0.1515, -0.0046, -0.0680, -0.1705, -0.0885, 0.0559, 0.2119, 0.2412, 0.1882, 0.0480, 0.1297, 0.1645, 0.1450, -0.0134],
  "smiles": "O=C(O)[C@H](O)c1ccccc1",
  "multiplicity": 1,
  "e_tot_ev": -14563.3651,
  "relative_energy_kcal_mol": 124.1,
  "homo_ev": -9.3164,
  "gap_ev": 9.22
}



{
  "formula": "C5H15NO",
  "method": "ωB97M-V with the def2-TZVPD basis set",
  "symbols": ["C", "C", "C", "C", "C", "N", "H", "H", "H", "H", "H", "H", "H", "H", "H", "H", "H", "H", "H", "H", "H", "O"],
  "xyz": [[1.68345, 0.21547, -1.12424], [0.34398, -0.32299, -0.72500], [-0.46350, 1.03340, -0.38959], [-1.81335, 0.56271, 0.30446], [0.28813, 2.00369, 0.47797], [0.56385, -1.07870, 0.55424], [1.50724, 0.95771, -1.89940], [2.31333, -0.67200, -1.32447], [2.24453, 0.68066, -0.28657], [-0.16102, -0.97892, -1.46524], [-0.46595, 1.58765, -1.29408], [-2.35412, 0.01792, -0.43940], [-1.54173, 0.04395, 1.32958], [-2.47556, 1.35779, 0.54442], [1.22788, 2.23564, 0.01565], [0.55268, 1.76039, 1.49539], [-0.22992, 2.96309, 0.35629], [0.96367, -0.37741, 1.25465], [1.28512, -1.91347, 0.51649], [-1.63475, -3.89535, 0.37671], [-0.82126, -2.63961, 0.72073], [-1.01272, -3.54163, 1.00142]],
  "forces_ev_per_angstrom": [[1.1, -1.3, -0.3], [0.6, 1.6, 2.3], [-0.7, -3.3, 2.1], [2.1, 0.4, 0.7], [0.3, 1.0, -0.4], [0.9, -0.9, 1.0], [0.9, -0.1, -0.6], [0.1, 0.6, -0.9], [-0.7, -0.2, -0.5], [0.3, 0.6, 0.4], [-1.1, 0.1, -1.3], [-0.4, -1.3, 0.0], [-0.7, 0.6, -2.5], [-0.4, 1.2, 0.3], [0.5, 0.2, -0.2], [-0.5, -0.2, 0.5], [-0.2, 0.0, 0.8], [-0.6, -1.4, -1.2], [-1.6, 2.4, -0.4], [-0.4, -0.2, -0.4], [0.3, 0.6, 0.1], [0.1, -0.4, 0.5]],
  "lowdin_charge": [-0.3204, -0.4510, -0.4058, -0.1183, -0.2743, -0.0461, 0.0420, 0.0350, 0.0371, 0.1225, 0.0882, 0.0389, 0.1047, 0.0235, 0.0142, 0.0429, 0.0535, 0.0610, 0.0919, -0.0019, -0.0302, -0.1074],
  "multiplicity": 2,
  "e_tot_ev": -8963.4387,
  "relative_energy_kcal_mol": 33.2,
  "homo_ev": [1.2572, -5.7337],
  "gap_ev": [2.55, 9.40],
  "charge": -1
}



{
  "formula": "C32H29MnN4P2S5",
  "method": "ωB97M-V with the def2-TZVPD basis set",
  "symbols": ["Mn", "N", "P", "C", "C", "C", "C", "C", "C", "C", "C", "C", "C", "C", "C", "P", "C", "C", "C", "C", "C", "C", "C", "C", "C", "C", "C", "C", "H", "H", "H", "H", "H", "H", "H", "H", "H", "H", "H", "H", "H", "H", "H", "H", "H", "H", "H", "H", "H", "N", "C", "C", "N", "C", "C", "N", "H", "H", "H", "H", "H", "C", "S", "C", "C", "S", "S", "C", "S", "S", "H", "H", "H"],
  "xyz": [[1.36352, -1.02343, -0.25429], [0.25421, 1.66469, 0.55246], [0.91737, 1.41668, -0.99445], [-0.41025, 1.69605, -2.17506], [-0.70773, 0.74644, -3.14646], [-1.74932, 0.96521, -4.03695], [-2.49840, 2.12820, -3.95149], [-2.20955, 3.08142, -2.98279], [-1.16409, 2.86913, -2.10150], [2.04360, 2.81926, -1.22913], [2.10231, 3.52680, -2.42579], [3.02613, 4.55130, -2.58242], [3.89428, 4.87250, -1.55063], [3.84810, 4.16202, -0.35706], [2.93180, 3.13602, -0.20082], [0.29432, 0.32888, 1.60123], [0.64756, 1.04533, 3.22468], [1.14696, 2.33860, 3.34857], [1.46679, 2.84453, 4.60226], [1.30129, 2.05964, 5.73170], [0.81202, 0.76438, 5.61152], [0.48549, 0.25855, 4.36568], [-1.36391, -0.36882, 1.74373], [-1.62938, -1.68023, 1.02501], [-3.14773, -2.03076, 0.87903], [-4.03687, -1.33330, 1.87318], [-3.64881, -0.30235, 2.61722], [-2.29523, 0.23162, 2.49450], [-0.43215, 2.39884, 0.69444], [-0.14132, -0.17496, -3.20175], [-1.99018, 0.22177, -4.78509], [-3.31891, 2.28907, -4.63651], [-2.79670, 3.98758, -2.91926], [-0.93010, 3.63121, -1.36509], [1.42436, 3.29122, -3.23626], [3.06119, 5.10288, -3.51236], [4.60812, 5.67605, -1.67349], [4.52581, 4.40885, 0.44946], [2.90137, 2.58416, 0.73249], [1.28149, 2.95846, 2.47195], [1.84260, 3.85500, 4.69303], [1.54936, 2.45430, 6.70784], [0.68008, 0.15024, 6.49227], [0.09118, -0.74777, 4.28465], [-1.18601, -2.46825, 1.63915], [-3.23603, -3.10221, 1.07413], [-5.05977, -1.68844, 1.92356], [-4.33974, 0.17892, 3.29620], [-2.05831, 1.13456, 3.04700], [6.45995, -3.03109, 0.02778], [5.14566, -3.25415, -0.19622], [4.19649, -2.21657, -0.11416], [2.90852, -2.46240, -0.30737], [2.52180, -3.71815, -0.58750], [3.47247, -4.71947, -0.66550], [4.76581, -4.50163, -0.47583], [6.82932, -2.10026, 0.08557], [7.09812, -3.78834, -0.14778], [4.48896, -1.19832, 0.11023], [1.46601, -3.89567, -0.74057], [3.17197, -5.73448, -0.89340], [-4.76934, -5.42682, -1.46986], [-3.25489, -4.46894, -1.21720], [-3.85676, -2.83330, -1.41777], [-3.72515, -1.85481, -0.50426], [-0.79921, -1.78260, -0.61788], [-4.24799, -0.27107, -1.00645], [-4.80801, -0.69691, -2.58989], [-5.51982, 0.34597, -3.62678], [-4.52086, -2.36516, -2.95920], [-4.48736, -6.46916, -1.33069], [-5.15964, -5.30470, -2.47735], [-5.52685, -5.16180, -0.73622]],
  "forces_ev_per_angstrom": [[-0.1, 0.2, 0.1], [-0.1, 0.0, 0.1], [0.1, -0.1, 0.0], [0.0, 0.1, 0.0], [0.0, 0.0, 0.0], [0.0, 0.0, 0.0], [0.0, 0.0, 0.0], [0.0, 0.0, 0.0], [0.0, 0.0, 0.0], [0.0, 0.0, 0.0], [0.0, 0.0, 0.0], [0.0, 0.0, 0.0], [0.0, 0.0, 0.0], [0.0, 0.0, 0.0], [0.0, 0.0, 0.0], [0.1, 0.0, -0.1], [0.0, 0.0, 0.0], [0.0, 0.0, 0.0], [0.0, 0.0, 0.0], [0.0, 0.0, 0.0], [0.0, 0.0, 0.0], [0.0, 0.0, 0.0], [-0.2, 0.1, 0.0], [0.0, 0.1, 0.0], [0.0, -0.1, 0.0], [0.0, 0.0, 0.1], [0.0, 0.0, 0.0], [0.0, -0.1, 0.0], [0.0, 0.0, 0.0], [0.0, 0.0, 0.0], [0.0, 0.0, 0.0], [0.0, 0.0, 0.0], [0.0, 0.0, 0.0], [0.0, 0.0, 0.0], [0.0, 0.0, 0.0], [0.0, 0.0, 0.0], [0.0, 0.0, 0.0], [0.0, 0.0, 0.0], [0.0, 0.0, 0.0], [0.0, 0.0, 0.0], [0.0, 0.0, 0.0], [0.0, 0.0, 0.0], [0.0, 0.0, 0.0], [0.0, 0.0, 0.0], [0.0, 0.0, 0.0], [0.1, 0.0, -0.1], [0.0, 0.0, 0.0], [0.0, 0.0, 0.0], [0.0, 0.0, 0.0], [0.0, 0.0, 0.0], [0.0, 0.0, 0.0], [0.0, 0.0, 0.0], [0.1, -0.1, -0.1], [0.0, 0.0, 0.0], [0.0, 0.0, 0.0], [0.0, 0.1, 0.0], [0.0, 0.0, 0.0], [0.0, 0.0, 0.0], [0.0, 0.0, 0.0], [0.0, 0.0, 0.0], [0.0, 0.0, 0.0], [0.0, 0.0, 0.0], [0.0, 0.0, 0.0], [0.0, 0.1, 0.1], [0.0, -0.1, -0.1], [0.0, -0.1, 0.0], [0.0, 0.1, 0.0], [0.0, 0.0, -0.1], [0.0, 0.0, 0.0], [0.0, 0.0, 0.0], [0.0, 0.0, 0.0], [0.0, 0.0, 0.0], [0.0, 0.0, 0.0]],
  "lowdin_charge": [0.4730, -0.3716, 0.9044, -0.3924, -0.1127, -0.0691, -0.0887, -0.0595, -0.0978, -0.3575, -0.0815, -0.0654, -0.0694, -0.0748, -0.1107, 0.8805, -0.3693, -0.0956, -0.0696, -0.0686, -0.0679, -0.0983, -0.3849, -0.5809, -0.3435, -0.0633, -0.0637, -0.0727, 0.0852, 0.0852, 0.1155, 0.0957, 0.1131, 0.1104, 0.1068, 0.1114, 0.1101, 0.1082, 0.0859, 0.0825, 0.1098, 0.1104, 0.1108, 0.1103, 0.1045, 0.1174, 0.1262, 0.1111, 0.1129, 0.1535, -0.3563, -0.0541, -0.0760, -0.1189, -0.0879, 0.1453, 0.1077, 0.1146, 0.1181, 0.0850, 0.1206, -0.3808, 0.8469, -0.9290, -0.6496, 0.5652, 0.9867, -1.4711, 0.5789, 0.9379, 0.0364, 0.0297, 0.0458],
  "multiplicity": 6,
  "e_tot_ev": -143685.5094,
  "relative_energy_kcal_mol": 26.6,
  "homo_ev": [-9.7819, -9.7923],
  "gap_ev": [6.94, 6.67],
  "charge": 1
}



{
  "formula": "C12H36InO16P4",
  "method": "ωB97M-V with the def2-TZVPD basis set",
  "symbols": ["In", "C", "O", "P", "O", "O", "C", "O", "C", "H", "H", "H", "H", "H", "H", "H", "H", "H", "C", "O", "P", "O", "O", "C", "O", "C", "H", "H", "H", "H", "H", "H", "H", "H", "H", "C", "O", "P", "O", "O", "C", "O", "C", "H", "H", "H", "H", "H", "H", "H", "H", "H", "C", "O", "P", "O", "O", "C", "O", "C", "H", "H", "H", "H", "H", "H", "H", "H", "H"],
  "xyz": [[-0.09720, -1.03410, 1.11223], [-2.82190, 1.94104, -3.81600], [-2.37482, 1.43035, -2.56414], [-1.26268, 2.20383, -1.61168], [-0.66237, 1.44653, -0.45671], [-2.05174, 3.54422, -1.13977], [-1.34524, 4.63791, -0.60384], [-0.16709, 2.82097, -2.69609], [0.82535, 1.99273, -3.32497], [-3.84573, 2.30923, -3.88154], [-2.90685, 1.05717, -4.44818], [-2.24651, 2.75151, -4.26339], [-0.26597, 4.52613, -0.70774], [-1.65371, 4.89491, 0.40952], [-1.64154, 5.50799, -1.18972], [0.74100, 2.35154, -4.35076], [0.61227, 0.92396, -3.34549], [1.85224, 2.16197, -3.00098], [-3.03350, -3.74809, -4.07578], [-2.23883, -3.22278, -3.02523], [-2.01106, -1.63121, -2.85288], [-1.24179, -1.19423, -1.65420], [-3.53516, -1.11345, -2.88166], [-4.22442, -0.90428, -1.71393], [-1.41204, -1.12597, -4.27404], [-0.16370, -1.56597, -4.76852], [-3.91589, -4.24259, -3.66966], [-2.43095, -4.51418, -4.56377], [-3.30361, -3.06020, -4.87701], [-4.76304, 0.04007, -1.63545], [-3.65920, -1.08320, -0.79926], [-5.03408, -1.61605, -1.87496], [0.00307, -2.55171, -4.33423], [0.65777, -0.94204, -4.41641], [-0.07228, -1.73093, -5.84208], [2.35839, 3.53352, 1.54468], [1.04530, 3.85344, 1.90167], [0.16489, 2.92336, 2.92030], [-0.05029, 1.52541, 2.45305], [1.03044, 3.07388, 4.27031], [0.59163, 2.55864, 5.53480], [-1.18168, 3.79548, 3.19041], [-1.11540, 5.22409, 3.44533], [2.88189, 4.48691, 1.61613], [2.49455, 3.34167, 0.48036], [2.78484, 2.77052, 2.19589], [-0.37747, 2.06051, 5.50647], [0.41250, 3.51447, 6.02714], [1.38319, 1.98110, 6.01229], [-1.82178, 5.79091, 2.83883], [-0.16138, 5.70987, 3.24046], [-1.32217, 5.45329, 4.49071], [4.81030, -3.11777, 0.86753], [4.16126, -4.28518, 1.35374], [2.86339, -4.14083, 2.31571], [1.87955, -3.13846, 1.88585], [2.37818, -5.71415, 2.41562], [1.73192, -6.33897, 1.35322], [3.45041, -3.74126, 3.77108], [2.55140, -3.66407, 4.88784], [4.51727, -3.10433, -0.18226], [5.88782, -3.27576, 0.91326], [4.51535, -2.12964, 1.22067], [2.37449, -7.15909, 1.03291], [1.62048, -5.64365, 0.52122], [0.77425, -6.70854, 1.71980], [2.71302, -4.39791, 5.67744], [1.53655, -3.63872, 4.49091], [2.80810, -2.65980, 5.22495]],
  "forces_ev_per_angstrom": [[0.1, 0.9, -0.6], [-0.9, -0.1, -1.7], [2.1, 1.2, 3.0], [-1.2, 1.9, -3.6], [-0.4, -0.6, -0.1], [0.7, -2.9, -0.6], [0.5, 1.8, 0.0], [-1.5, -1.1, 2.8], [-0.1, 0.2, -1.4], [-0.2, 0.1, 1.3], [0.7, 0.2, -0.3], [0.6, -0.4, 0.3], [-0.1, -0.1, 0.3], [0.1, -0.7, 0.1], [0.1, 0.0, -0.2], [0.4, -0.3, -0.2], [-0.3, 0.1, 0.4], [-0.3, 0.2, 0.5], [-0.2, -1.1, -1.1], [1.4, 2.1, 1.2], [-1.7, -0.9, -2.0], [0.4, -0.6, 0.3], [3.6, 0.5, -2.2], [-2.5, -0.6, 1.3], [-1.7, 0.5, 1.2], [1.3, -1.6, 0.9], [0.0, 0.3, 0.1], [0.0, -0.1, 0.1], [0.0, 0.4, 0.4], [0.7, 0.4, -0.4], [0.0, -0.1, -0.1], [-0.3, -0.2, 1.2], [0.3, -0.2, -0.1], [-0.2, 0.2, -0.1], [-0.8, 0.6, 0.0], [1.4, 0.9, -0.3], [-2.9, -1.2, 1.3], [0.9, 2.3, 0.2], [-0.2, 0.0, 0.2], [-0.4, -0.9, -2.3], [-0.5, 1.4, 0.5], [1.5, -0.9, -0.9], [0.3, 1.0, 0.4], [0.5, -0.2, 0.6], [-0.6, -0.8, 0.0], [0.2, 0.1, -0.2], [0.2, -0.4, -0.3], [0.1, -0.5, 1.0], [-0.2, 0.0, -0.2], [-0.3, -0.7, -0.1], [0.3, -0.7, -0.2], [-0.2, -0.5, 0.0], [0.3, 0.2, -1.9], [-1.9, 0.3, 2.2], [2.4, -2.6, 1.1], [-1.5, 1.0, -0.9], [1.5, 3.8, 1.6], [-0.3, -0.6, -1.1], [0.0, -1.9, -2.1], [0.0, 1.6, -0.3], [0.4, 0.2, -0.3], [-0.2, 0.1, 0.3], [-0.1, -0.4, 0.9], [-0.2, -0.1, -0.1], [-0.3, -0.2, -0.2], [0.0, 0.0, -0.3], [0.1, -0.2, -0.5], [-0.2, -0.3, 0.5], [-0.5, -0.1, 0.8]],
  "lowdin_charge": [1.3988, -0.0763, -0.2437, 0.6068, -0.2463, -0.1664, -0.0790, -0.2288, -0.0659, 0.1018, 0.0857, 0.1011, 0.0906, 0.0880, 0.1091, 0.1049, 0.0629, 0.0982, -0.0853, -0.2121, 0.4983, -0.3276, -0.2094, -0.1174, -0.2142, -0.0800, 0.1026, 0.0990, 0.0982, 0.1009, 0.0891, 0.1082, 0.0892, 0.0779, 0.1092, -0.1039, -0.2370, 0.4833, -0.3522, -0.2254, -0.0600, -0.2085, -0.0740, 0.1020, 0.0867, 0.0957, 0.0939, 0.0987, 0.1003, 0.0894, 0.0909, 0.0965, -0.0980, -0.1969, 0.4738, -0.3566, -0.2088, -0.1124, -0.2142, -0.0720, 0.0890, 0.1032, 0.0872, 0.1035, 0.0827, 0.0994, 0.1040, 0.0773, 0.0946],
  "multiplicity": 2,
  "e_tot_ev": -88107.2778,
  "relative_energy_kcal_mol": 0.0,
  "homo_ev": [-15.5793, -15.5634],
  "gap_ev": [8.96, 3.63],
  "charge": 2
}